1.
DFT (ωB97M-V/def2-TZVPD) results for 2 unconnected molecules or ions with the total composition C32H22F4O4S2 at a distorted geometry.

XYZ file:
```
64
Properties=species:S:1:pos:R:3:mulliken_charge:R:1
F -3.280 2.472 1.291 -0.3062
C -3.015 1.145 1.307 0.0078
C -4.052 0.232 1.255 -0.3221
C -3.788 -1.125 1.258 0.1046
F -4.804 -2.011 1.142 -0.3059
C -2.485 -1.560 1.326 -0.7713
C -1.395 -0.665 1.365 1.0605
C -0.087 -1.218 1.393 -0.7054
C 1.217 -0.658 1.361 1.2630
C 2.313 -1.547 1.361 -0.7678
C 3.614 -1.106 1.291 0.0738
F 4.634 -1.990 1.189 -0.3052
C 3.871 0.252 1.253 -0.3116
C 2.827 1.160 1.255 -0.0167
F 3.084 2.486 1.192 -0.3080
C 1.527 0.714 1.302 -0.5986
C -1.713 0.706 1.361 -0.6236
H -5.067 0.579 1.203 0.5017
H -2.312 -2.620 1.342 0.4616
H -0.084 -2.294 1.418 0.2150
H 2.145 -2.606 1.402 0.3925
H 4.884 0.604 1.205 0.4979
H 0.770 1.467 1.277 0.5394
H -0.962 1.463 1.420 0.6006
C 0.193 2.627 7.066 -0.4191
C -1.025 2.008 6.830 -1.0809
C -1.082 0.659 6.639 -0.5152
C 0.092 -0.150 6.663 1.0718
C 0.042 -1.513 6.500 -0.1155
S 1.615 -2.369 6.361 1.4568
C 1.333 -4.054 5.840 -0.3358
C 1.541 -5.085 6.723 -0.2129
C 1.310 -6.385 6.325 -0.8539
C 0.871 -6.645 5.044 -0.4654
C 0.667 -5.605 4.161 -0.7039
C 0.904 -4.307 4.560 -0.0010
O 2.315 -1.701 5.195 -0.6140
O 2.201 -2.382 7.755 -0.6608
S -1.539 -2.374 6.486 1.2371
C -1.749 -2.188 8.259 0.2471
C -1.044 -3.025 9.089 -0.3043
C -1.130 -2.871 10.456 -0.7346
C -1.923 -1.874 10.985 -0.4520
C -2.642 -1.045 10.150 -0.7176
C -2.561 -1.211 8.783 0.0404
O -2.555 -1.552 5.732 -0.7595
O -1.392 -3.852 6.238 -0.5810
C 1.329 0.529 6.886 -0.7425
C 1.362 1.881 7.090 -0.9640
H 0.226 3.692 7.223 0.4026
H -1.931 2.589 6.785 0.4547
H -2.017 0.196 6.387 0.7485
H 1.886 -4.864 7.720 0.5075
H 1.465 -7.195 7.017 0.4017
H 0.692 -7.660 4.730 0.4020
H 0.309 -5.804 3.165 0.4166
H 0.739 -3.482 3.887 0.5595
H -0.422 -3.790 8.657 0.3252
H -0.568 -3.520 11.105 0.4208
H -1.968 -1.733 12.051 0.3824
H -3.254 -0.260 10.560 0.4141
H -3.126 -0.578 8.121 0.4403
H 2.238 -0.050 6.929 0.4979
H 2.302 2.367 7.297 0.4310
```

Kohn-Sham gap   2.444 eV
ΔE to the lowest compared entry with this formula, charge and spin   2.597 eV
Charge   0

2.
DFT (ωB97M-V/def2-TZVPD) results for a molecular structure, C17H20FNO3 at a distorted geometry.

XYZ file:
```
42
Properties=species:S:1:pos:R:3:mulliken_charge:R:1
C 4.084 1.346 1.602 -1.5790
C 3.177 0.616 0.666 1.2225
C 2.964 1.030 -0.631 0.7512
C 1.825 0.220 -1.479 -1.2841
C 0.820 -0.777 -0.797 -2.0404
C -0.299 0.199 0.097 0.1056
O -0.309 1.369 0.202 -0.7061
N -1.229 -0.398 0.564 0.1449
H -1.315 -1.394 0.482 0.3223
C -2.282 0.181 1.341 -1.1883
C -3.640 0.333 0.547 0.2546
C -4.311 -0.997 0.239 0.5041
C -5.328 -1.421 -0.530 -0.8805
C -5.873 -0.031 -0.984 -0.2858
C -5.297 1.100 -0.990 -0.8805
C -4.211 1.207 0.029 -0.0542
H -3.628 2.038 0.073 0.4941
H -5.746 1.934 -1.258 0.5231
H -6.684 -0.106 -1.681 0.3660
H -5.827 -2.168 -0.408 0.5944
F -3.713 -2.197 0.834 -0.3899
H -2.158 1.369 1.645 0.3232
H -2.480 -0.132 2.382 0.4018
H 0.197 -1.234 -1.139 2.1155
C 1.570 -1.246 0.160 0.6725
C 2.642 -2.314 -0.301 -0.0473
O 3.746 -2.596 -0.073 -0.5682
O 1.988 -2.965 -1.224 -0.4592
H 2.520 -3.750 -1.499 0.3636
H 0.919 -2.112 1.021 0.4001
C 2.298 -0.372 1.322 -1.6790
H 1.524 -0.073 1.935 0.6287
H 3.034 -1.020 1.983 0.4442
H 2.252 -0.500 -2.220 0.4523
H 1.171 0.951 -1.987 0.5344
C 3.611 2.227 -1.270 -1.7562
H 3.204 3.010 -1.202 0.4138
H 4.623 2.014 -0.779 0.4392
H 3.459 1.961 -2.369 0.3568
H 3.893 2.545 1.425 0.3150
H 5.118 0.907 1.460 0.3299
H 3.694 1.247 2.811 0.3249
```

Kohn-Sham gap   8.857 eV
ΔE to the lowest compared entry with this formula, charge and spin   15.751 eV
Charge   0

3.
DFT (ωB97M-V/def2-TZVPD) results for a molecular structure, C70H90BCaGeN3O4P3Si at a distorted geometry.

XYZ file:
```
174
Properties=species:S:1:pos:R:3:mulliken_charge:R:1
Ca -0.191 -0.293 0.585 1.9914
C -3.033 1.075 -1.317 -1.0959
C -3.887 0.235 -0.354 1.3680
C -5.371 0.511 -0.574 -1.9804
P -3.265 -1.522 -0.352 0.8680
C -4.712 -2.514 0.272 0.4171
C -4.219 -3.845 0.862 -1.3533
C -5.877 -2.780 -0.679 -1.7866
C -3.033 -1.949 -2.134 0.2803
C -4.013 -1.697 -3.107 0.0130
C -3.809 -2.029 -4.439 -0.9116
C -2.614 -2.634 -4.816 -0.8087
C -1.626 -2.873 -3.869 -0.0604
C -1.786 -2.529 -2.511 0.1307
Si -0.380 -2.748 -1.165 -0.4834
C -0.907 -4.520 -0.516 0.3188
C -1.720 -5.341 -1.324 0.1963
C -2.083 -6.632 -0.964 -0.8551
C -1.644 -7.160 0.243 -1.0761
C -0.846 -6.386 1.070 -0.5032
C -0.465 -5.077 0.727 0.3028
P 0.608 -4.100 1.877 0.9235
C -0.513 -3.656 3.292 1.4629
C 0.366 -3.150 4.449 -1.5792
C -1.546 -4.666 3.788 -1.5462
C 1.815 -5.336 2.555 0.7702
C 2.601 -5.914 1.362 -1.5331
C 1.422 -6.442 3.531 -1.6573
C 1.120 -3.277 -2.317 0.8364
C 1.381 -4.623 -2.654 -0.5118
C 2.393 -4.991 -3.534 -1.0147
C 3.187 -4.015 -4.127 -0.9821
C 2.986 -2.683 -3.794 -0.1556
C 1.986 -2.298 -2.885 -0.2982
P 1.891 -0.571 -2.231 1.0981
C 1.482 0.521 -3.675 1.2155
C 0.086 0.175 -4.200 -1.4041
C 2.482 0.564 -4.823 -1.9458
C 3.710 -0.228 -2.008 0.3393
C 3.955 1.236 -1.615 -1.4795
C 4.252 -1.157 -0.912 -1.7596
H -3.221 2.144 -1.182 0.4706
H -3.251 0.820 -2.355 0.2823
H -1.953 0.949 -1.184 -0.4755
H -3.645 0.546 0.662 -0.0062
H -5.690 0.264 -1.592 0.2414
H -5.557 1.583 -0.431 0.4627
H -6.007 -0.033 0.132 0.4713
H -5.063 -1.898 1.106 0.5539
H -3.886 -4.520 0.070 0.2227
H -5.030 -4.343 1.409 0.5777
H -3.376 -3.704 1.546 0.0482
H -5.546 -3.355 -1.548 0.2704
H -6.361 -1.868 -1.038 0.3009
H -6.634 -3.377 -0.156 0.5289
H -4.947 -1.223 -2.825 0.0643
H -4.579 -1.820 -5.175 0.4279
H -2.448 -2.910 -5.854 0.3798
H -0.694 -3.332 -4.193 0.4063
H -2.075 -4.953 -2.278 0.3282
H -2.712 -7.223 -1.622 0.4127
H -1.924 -8.166 0.541 0.3724
H -0.521 -6.809 2.013 0.1667
H -1.066 -2.805 2.879 -0.7045
H 0.905 -3.986 4.918 0.2683
H -0.250 -2.676 5.222 0.4750
H 1.112 -2.422 4.123 0.2764
H -1.075 -5.517 4.295 0.2055
H -2.172 -5.056 2.982 0.3208
H -2.206 -4.172 4.514 0.4671
H 2.486 -4.675 3.099 0.4289
H 2.003 -6.662 0.832 0.3144
H 3.524 -6.400 1.703 0.4442
H 2.870 -5.146 0.623 0.2226
H 0.833 -7.232 3.059 0.3328
H 0.866 -6.064 4.390 0.2452
H 2.337 -6.912 3.914 0.4715
H 0.767 -5.408 -2.223 0.3382
H 2.559 -6.040 -3.760 0.3805
H 3.970 -4.289 -4.828 0.3784
H 3.638 -1.938 -4.235 0.2776
H 1.434 1.514 -3.212 -0.3691
H 0.079 -0.836 -4.618 0.2823
H -0.204 0.868 -5.000 0.5645
H -0.682 0.214 -3.420 0.1110
H 2.504 -0.392 -5.358 0.3060
H 3.500 0.801 -4.495 0.3764
H 2.178 1.334 -5.543 0.5216
H 4.233 -0.438 -2.937 0.8829
H 3.424 1.471 -0.687 -0.0430
H 3.613 1.943 -2.385 0.2888
H 5.028 1.409 -1.457 0.5888
H 3.707 -0.997 0.023 -0.1014
H 5.315 -0.943 -0.722 0.6253
H 4.160 -2.213 -1.186 0.3208
C 6.711 -2.531 2.494 -0.7720
C 5.619 -3.022 1.575 -0.3715
N 4.350 -2.510 2.075 0.3605
C 4.198 -1.163 2.423 -0.2180
N 3.026 -0.651 2.364 0.4178
C 2.811 0.748 2.763 0.0087
C 3.927 1.308 3.623 -0.6743
C 5.250 0.935 2.985 -0.8649
N 5.349 -0.515 2.858 0.0397
C 6.675 -1.018 2.508 -0.6766
H 7.688 -2.879 2.158 0.4080
H 6.529 -2.910 3.504 0.3160
H 5.574 -4.108 1.560 0.3734
H 5.830 -2.688 0.553 0.1378
H 3.523 -2.823 1.591 -0.2884
H 1.858 0.803 3.283 -0.2472
H 2.703 1.343 1.853 -0.0291
H 3.884 0.878 4.630 0.3138
H 3.837 2.396 3.712 0.4527
H 6.096 1.270 3.583 0.4523
H 5.330 1.414 2.000 0.2788
H 7.381 -0.622 3.237 0.3774
H 6.987 -0.641 1.523 0.2877
O -0.551 2.980 -0.489 -0.5212
C 0.616 2.684 -0.152 -0.5525
O 1.030 1.485 0.060 0.7501
C 1.575 3.845 0.000 -1.3864
C 1.453 4.880 -1.141 -1.1578
Ge -0.380 5.543 -1.301 1.7053
C -0.981 6.043 0.486 -0.1625
C -0.493 7.207 1.094 -0.3446
C -0.861 7.539 2.399 -0.8008
C -1.727 6.712 3.109 -0.4825
C -2.222 5.554 2.517 -0.8168
C -1.849 5.220 1.217 0.0199
C -0.092 7.282 -2.234 -0.2346
C -0.970 8.365 -2.069 -0.2147
C -0.808 9.549 -2.786 -0.7703
C 0.239 9.675 -3.696 -0.4842
C 1.119 8.613 -3.881 -0.6119
C 0.952 7.433 -3.155 -0.3964
C -1.864 4.869 -2.353 0.5633
C -1.698 4.022 -3.456 -0.2879
C -2.792 3.635 -4.227 -0.5720
C -4.071 4.083 -3.901 -0.4857
C -4.249 4.921 -2.805 -0.7580
C -3.151 5.315 -2.040 -0.1536
H 2.587 3.462 0.120 0.4689
H 1.290 4.341 0.935 0.4321
H 1.835 4.494 -2.095 0.5375
H 2.025 5.778 -0.904 0.4287
H 0.176 7.865 0.544 0.3612
H -0.472 8.440 2.859 0.3936
H -2.010 6.966 4.124 0.3743
H -2.890 4.903 3.071 0.4553
H -2.214 4.298 0.770 0.4609
H -1.798 8.286 -1.363 0.3110
H -1.499 10.372 -2.638 0.3875
H 0.368 10.596 -4.256 0.3593
H 1.934 8.703 -4.591 0.3978
H 1.656 6.615 -3.315 0.2148
H -0.705 3.645 -3.713 0.2065
H -2.652 2.967 -5.070 0.4041
H -4.926 3.769 -4.492 0.3822
H -5.244 5.269 -2.543 0.3872
H -3.306 5.970 -1.186 0.2794
O -0.583 0.896 3.792 -0.6422
B -1.269 0.327 2.648 -0.3411
O -2.651 0.254 3.075 -0.4354
C -2.747 0.727 4.363 0.5595
C -3.861 0.839 5.161 -1.0017
C -3.676 1.362 6.447 -0.6413
C -2.415 1.752 6.889 -0.5720
C -1.295 1.634 6.057 -1.0315
C -1.500 1.115 4.799 0.4374
H -4.838 0.535 4.805 0.4777
H -4.530 1.465 7.108 0.4027
H -2.300 2.157 7.890 0.3955
H -0.302 1.935 6.382 0.4669
```

Kohn-Sham gap   6.105 eV
ΔE to the lowest compared entry with this formula, charge and spin   0.160 eV
Charge   -1

4.
DFT (ωB97M-V/def2-TZVPD) results for a molecular structure, C33H26BF4HgN2O2SSb.

XYZ file:
```
71
Properties=species:S:1:pos:R:3:mulliken_charge:R:1
Hg -2.087 -2.085 1.301 1.1182
O -3.420 -3.584 -1.780 -0.6981
C -2.801 -2.551 -1.856 -0.2336
N -2.612 -1.824 -3.027 -0.2403
C -2.098 -0.498 -2.738 3.8164
C -1.778 -0.647 -1.234 -0.2687
O -1.300 0.235 -0.547 -0.6643
N -2.166 -1.878 -0.820 -0.4932
C -0.830 -0.155 -3.506 -1.0895
C -0.276 1.116 -3.368 0.2437
C 0.848 1.470 -4.092 -0.9724
C 1.436 0.558 -4.960 -0.3960
C 0.906 -0.716 -5.078 -0.8832
C -0.223 -1.074 -4.349 -0.4725
C -3.185 0.550 -2.964 -0.1082
C -3.417 1.023 -4.252 -0.2052
C -4.460 1.901 -4.506 -0.8079
C -5.280 2.324 -3.471 -0.4533
C -5.052 1.861 -2.184 -0.8779
C -4.012 0.978 -1.931 -0.3078
H -3.323 -1.942 -3.731 0.2976
H -0.732 1.820 -2.684 0.4560
H 1.273 2.458 -3.971 0.3826
H 2.314 0.838 -5.530 0.4047
H 1.369 -1.437 -5.738 0.3833
H -0.638 -2.068 -4.436 0.4201
H -2.765 0.708 -5.059 0.3974
H -4.625 2.260 -5.514 0.3919
H -6.090 3.015 -3.666 0.3860
H -5.682 2.191 -1.368 0.4099
H -3.838 0.636 -0.919 0.4445
S -2.121 -0.895 3.346 -0.6178
Sb 0.409 -0.276 2.396 0.9278
C 1.647 0.216 0.677 0.4147
C 1.749 -0.716 -0.353 -0.2744
C 2.538 -0.438 -1.462 -0.6260
C 3.219 0.767 -1.550 -0.6156
C 3.096 1.707 -0.539 -0.6496
C 2.305 1.436 0.570 -0.4130
C 0.490 1.657 3.300 0.2410
C -0.641 2.467 3.261 -0.8144
C -0.595 3.757 3.772 -0.5650
C 0.579 4.242 4.330 -0.4363
C 1.707 3.436 4.378 -0.6399
C 1.665 2.147 3.862 -0.2239
C 1.901 -1.223 3.596 0.3916
C 1.790 -1.203 4.982 -0.3025
C 2.724 -1.869 5.764 -0.5816
C 3.759 -2.569 5.162 -0.4321
C 3.860 -2.606 3.779 -0.6258
C 2.930 -1.938 2.994 -0.3383
H 1.226 -1.659 -0.291 0.4131
H 2.616 -1.165 -2.262 0.3869
H 3.833 0.980 -2.416 0.3811
H 3.615 2.655 -0.614 0.3911
H 2.213 2.176 1.357 0.3032
H -1.561 2.079 2.839 0.2968
H -1.479 4.382 3.734 0.3730
H 0.613 5.247 4.731 0.3555
H 2.623 3.811 4.818 0.3756
H 2.549 1.522 3.903 0.4876
H 0.975 -0.666 5.454 0.3995
H 2.636 -1.851 6.843 0.3685
H 4.482 -3.098 5.769 0.3589
H 4.656 -3.169 3.309 0.3792
H 3.000 -1.987 1.914 0.3053
F 0.387 -3.282 1.044 0.2019
B -0.063 -4.598 1.325 0.2360
F -1.502 -4.502 1.384 -0.4581
F 0.308 -5.452 0.305 -0.3546
F 0.411 -5.000 2.565 -0.3992
```

Kohn-Sham gap (spin up / spin down)   6.853 / 7.417 eV
2S+1   2
ΔE to the lowest compared entry with this formula, charge and spin   0.000 eV
Charge   -1